Entry 1:
Below is a structure of composition C3H5ErO3 in a non-equilibrium geometry, with properties calculated with ωB97M-V/def2-TZVPD.

CARTESIAN COORDINATES (ANGSTROEM)
1 H -1.46 -0.98 -2.66
2 O -1.02 0.74 -0.15
3 C -0.17 0.30 -1.00
4 C -0.67 -0.24 1.30
5 O -0.27 0.28 -2.25
6 O 1.03 0.27 -0.46
7 C 0.78 -0.46 1.11
8 H -1.30 -1.14 1.24
9 H -0.97 0.34 2.18
10 H 1.12 -1.48 0.91
11 H 1.43 0.07 1.81
12 Er 1.49 2.29 -2.04

## Properties
Highest occupied orbital energy (alpha / beta): -15.4 / -17.1 eV
Strongest force on any atom: 4.6 eV/A
DFT total energy: -36930.950 eV
<S²>: 3.757
ΔE to the lowest compared entry with this formula, charge and spin: 112.3 kcal per mole
Charge: +2
Lowest unoccupied orbital energy (alpha / beta): -10.04 / -10.01 eV
Kohn-Sham gap (alpha / beta): 5.3510 / 7.1359 eV
Spin multiplicity: 4

***

Entry 2:
Below is a structure of composition C9H7NO2 in a non-equilibrium geometry, with properties calculated with ωB97M-V/def2-TZVPD.

CARTESIAN COORDINATES (ANGSTROEM)
1 C 1.17 -0.93 -0.70
2 C 0.99 -0.56 -2.04
3 C 0.03 0.34 -2.47
4 C -0.91 0.66 -1.48
5 C -0.77 0.26 -0.09
6 C -1.42 0.61 2.05
7 C -0.24 0.07 2.55
8 C 0.69 -0.53 1.62
9 C 0.31 -0.60 0.32
10 H 2.25 -1.91 0.82
11 H 1.70 -0.85 -2.76
12 H 0.07 0.49 -3.56
13 H -2.18 2.09 -1.06
14 H -2.22 0.97 2.78
15 H 0.04 -0.01 3.60
16 H 1.83 -0.73 2.01
17 N -1.63 0.90 0.76
18 O 2.23 -1.70 -0.41
19 O -1.92 1.43 -1.94

## Properties
Highest occupied orbital energy: -7.5 eV
Strongest force on any atom: 6.0 eV/A
DFT total energy: -15028.502 eV
ΔE to the lowest compared entry with this formula, charge and spin: 87.8 kcal per mole
Lowest unoccupied orbital energy: -0.27 eV
Kohn-Sham gap: 7.1809 eV
Spin multiplicity: 1

***

Entry 3:
Below is a cluster of 2 separate species, C24H32F2IN4O4SSi in total in a non-equilibrium geometry, with properties calculated with ωB97M-V/def2-TZVPD.

CARTESIAN COORDINATES (ANGSTROEM)
1 C 2.83 -0.16 3.53
2 C 4.23 0.42 3.28
3 C 5.10 -0.36 2.29
4 O 4.75 -1.75 2.22
5 C 4.89 -2.32 0.95
6 C 3.63 -2.27 0.09
7 C 3.58 -1.61 -1.13
8 I 5.20 -0.56 -1.96
9 C 2.38 -1.67 -1.89
10 O 2.34 -1.04 -3.07
11 N 2.35 -2.02 -4.27
12 O 3.39 -2.05 -4.74
13 C 1.27 -2.37 -1.39
14 C -0.06 -2.57 -2.11
15 F -0.15 -1.86 -3.24
16 F -0.05 -3.89 -2.48
17 C -1.31 -2.34 -1.26
18 C -1.83 -0.88 -1.24
19 Si -1.39 0.19 0.26
20 C -2.82 1.41 0.48
21 C -1.22 -0.76 1.89
22 C 0.14 1.26 -0.06
23 C 1.43 0.79 0.18
24 C 2.58 1.54 -0.08
25 C 2.44 2.82 -0.59
26 C 1.16 3.32 -0.82
27 C 0.02 2.56 -0.57
28 C 1.40 -2.95 -0.15
29 N 2.53 -2.91 0.56
30 N 2.65 -3.51 1.82
31 C 2.08 -4.60 1.98
32 S 1.21 -5.83 2.30
33 H 2.06 0.33 2.93
34 H 2.56 0.04 4.57
35 H 2.77 -1.24 3.41
36 H 4.74 0.55 4.23
37 H 4.11 1.43 2.86
38 H 6.14 -0.31 2.65
39 H 5.14 0.08 1.29
40 H 5.76 -1.92 0.43
41 H 5.10 -3.39 1.12
42 H -2.09 -2.96 -1.71
43 H -1.18 -2.71 -0.24
44 H -1.55 -0.31 -2.13
45 H -2.92 -0.95 -1.26
46 H -2.62 1.94 1.41
47 H -3.78 0.91 0.59
48 H -2.85 2.17 -0.30
49 H -0.23 -0.55 2.30
50 H -1.40 -1.83 1.83
51 H -1.94 -0.35 2.59
52 H 1.55 -0.21 0.60
53 H 3.54 1.09 0.11
54 H 3.33 3.40 -0.79
55 H 1.07 4.33 -1.20
56 H -0.95 3.01 -0.76
57 H 0.56 -3.50 0.25
58 C -5.81 3.79 -0.43
59 O -5.13 3.24 0.41
60 N -6.71 3.16 -1.22
61 C -7.49 3.87 -2.21
62 C -6.90 1.73 -1.06
63 H -5.74 4.87 -0.63
64 H -8.56 3.77 -1.99
65 H -7.29 3.46 -3.20
66 H -7.23 4.93 -2.21
67 H -7.21 1.51 -0.04
68 H -5.96 1.21 -1.24
69 H -7.65 1.38 -1.75

## Properties
Highest occupied orbital energy: -10.9 eV
Strongest force on any atom: 1.9 eV/A
DFT total energy: -71795.137 eV
Charge: +1
Lowest unoccupied orbital energy: -4.32 eV
Kohn-Sham gap: 6.5712 eV
Spin multiplicity: 1

***

Entry 4:
Below is a structure of composition C19H29BeN6SSi2 in a non-equilibrium geometry, with properties calculated with ωB97M-V/def2-TZVPD.

CARTESIAN COORDINATES (ANGSTROEM)
1 Be -6.57 -12.44 5.94
2 N -2.24 -11.55 7.29
3 C -3.60 -11.30 7.18
4 S -4.15 -10.02 6.24
5 N -4.31 -12.38 7.57
6 N -5.63 -12.30 7.49
7 C -6.38 -12.43 8.55
8 C -7.77 -12.69 8.24
9 C -8.80 -12.75 9.21
10 C -10.01 -13.22 8.74
11 C -10.25 -13.50 7.36
12 C -9.21 -13.32 6.47
13 N -7.97 -12.90 6.91
14 H -1.64 -10.74 7.25
15 H -2.03 -12.14 8.09
16 H -6.02 -12.42 9.58
17 H -8.58 -12.58 10.25
18 H -10.81 -13.40 9.40
19 H -11.22 -13.80 7.04
20 H -9.34 -13.45 5.40
21 C -6.76 -8.21 4.16
22 Si -7.71 -9.58 5.12
23 C -9.53 -9.66 4.66
24 C -7.63 -9.28 6.97
25 N -6.93 -11.17 4.85
26 C -6.67 -11.61 3.62
27 C -7.00 -11.07 2.34
28 C -6.55 -11.67 1.17
29 C -5.78 -12.84 1.19
30 C -5.56 -13.50 2.40
31 C -5.99 -12.96 3.65
32 N -5.83 -13.49 4.87
33 Si -5.13 -15.12 5.11
34 C -3.25 -14.86 4.69
35 C -6.11 -16.47 4.16
36 C -5.11 -15.62 6.93
37 H -6.88 -7.23 4.65
38 H -7.17 -8.12 3.15
39 H -5.69 -8.43 4.10
40 H -10.18 -8.94 5.16
41 H -9.90 -10.68 4.94
42 H -9.80 -9.55 3.61
43 H -7.79 -8.23 7.21
44 H -6.66 -9.56 7.36
45 H -8.39 -9.86 7.50
46 H -7.58 -10.13 2.32
47 H -6.83 -11.25 0.22
48 H -5.38 -13.27 0.27
49 H -5.01 -14.47 2.39
50 H -3.02 -14.77 3.62
51 H -2.66 -15.74 5.06
52 H -2.95 -13.95 5.21
53 H -6.37 -16.15 3.14
54 H -7.00 -16.69 4.69
55 H -5.55 -17.38 4.03
56 H -4.63 -14.82 7.48
57 H -4.52 -16.51 7.10
58 H -6.11 -15.76 7.30

## Properties
Highest occupied orbital energy: -2.5 eV
Strongest force on any atom: 3.9 eV/A
DFT total energy: -56113.295 eV
ΔE to the lowest compared entry with this formula, charge and spin: 0.0 kcal per mole
Charge: -1
Lowest unoccupied orbital energy: 1.78 eV
Kohn-Sham gap: 4.2356 eV
Spin multiplicity: 1

***

Entry 5:
Below is a cluster of 10 separate species, C27H72F2N10O13S2 in total in a non-equilibrium geometry, with properties calculated with ωB97M-V/def2-TZVPD.

CARTESIAN COORDINATES (ANGSTROEM)
1 N 0.29 -0.72 0.98
2 S 0.80 -0.34 -0.42
3 O 2.00 0.42 -0.65
4 O -0.31 -0.13 -1.30
5 F 1.12 -1.92 -0.79
6 S -0.07 0.82 1.49
7 O -1.35 1.26 1.00
8 O 1.02 1.74 1.64
9 F -0.32 0.43 3.02
10 C -4.32 -4.40 5.95
11 C -5.11 -3.09 5.89
12 O -5.96 -2.85 5.11
13 N -4.54 -1.88 6.66
14 H -5.20 -1.61 7.40
15 H -3.74 -2.15 7.24
16 C -4.15 -0.72 5.81
17 H -4.17 -4.50 7.02
18 H -3.39 -4.22 5.39
19 H -4.74 -5.26 5.44
20 H -3.92 0.12 6.47
21 H -5.01 -0.53 5.18
22 H -3.25 -0.99 5.27
23 C -3.63 5.18 5.14
24 C -3.45 5.71 3.75
25 O -4.15 6.50 3.23
26 N -2.43 5.00 2.80
27 H -2.07 5.75 2.21
28 H -1.67 4.67 3.39
29 C -3.08 3.87 2.00
30 H -2.84 5.54 5.80
31 H -3.49 4.09 5.17
32 H -4.61 5.48 5.51
33 H -3.32 3.02 2.63
34 H -2.51 3.59 1.12
35 H -4.02 4.25 1.61
36 C 4.44 -0.74 -2.52
37 C 4.11 -1.53 -3.77
38 O 3.13 -2.22 -3.90
39 N 5.07 -1.47 -4.96
40 H 4.52 -1.54 -5.82
41 H 5.47 -0.53 -5.02
42 C 6.08 -2.60 -4.80
43 H 4.40 -1.36 -1.62
44 H 3.71 0.06 -2.43
45 H 5.46 -0.35 -2.45
46 H 6.80 -2.64 -5.62
47 H 5.48 -3.51 -4.79
48 H 6.57 -2.56 -3.83
49 C -1.85 -3.71 0.36
50 C -1.69 -3.66 1.86
51 O -2.46 -4.23 2.57
52 N -0.37 -3.09 2.35
53 H -0.09 -2.21 1.84
54 H -0.46 -2.75 3.31
55 C 0.66 -4.19 2.43
56 H -2.76 -4.23 0.05
57 H -1.04 -4.33 -0.03
58 H -1.84 -2.72 -0.09
59 H 0.88 -4.52 1.42
60 H 0.36 -4.99 3.11
61 H 1.57 -3.74 2.84
62 C 1.87 4.12 -1.29
63 C 1.57 4.55 0.13
64 O 0.53 4.43 0.69
65 N 2.52 5.60 0.65
66 H 3.43 5.57 0.17
67 H 2.21 6.55 0.42
68 C 2.86 5.55 2.14
69 H 2.90 3.78 -1.39
70 H 1.69 4.98 -1.94
71 H 1.14 3.35 -1.55
72 H 3.17 4.56 2.47
73 H 2.00 5.90 2.70
74 H 3.64 6.26 2.37
75 C 2.81 1.11 5.43
76 C 3.56 1.09 4.12
77 O 4.00 2.03 3.58
78 N 3.62 -0.30 3.48
79 H 4.46 -0.77 3.83
80 H 2.86 -0.89 3.81
81 C 3.60 -0.33 1.97
82 H 3.36 0.61 6.23
83 H 1.75 0.83 5.43
84 H 2.80 2.11 5.88
85 H 3.26 0.53 1.40
86 H 3.02 -1.20 1.68
87 H 4.61 -0.46 1.57
88 C -2.02 2.86 -1.99
89 C -3.48 2.95 -2.51
90 O -4.08 2.09 -3.06
91 N -4.21 4.26 -2.28
92 H -4.83 4.13 -1.47
93 H -3.44 4.81 -1.89
94 C -4.87 5.01 -3.44
95 H -1.74 1.82 -2.12
96 H -1.93 3.21 -0.96
97 H -1.50 3.52 -2.68
98 H -4.64 6.07 -3.29
99 H -5.94 4.82 -3.42
100 H -4.31 4.75 -4.34
101 C 2.43 -5.67 -5.49
102 C 1.30 -5.31 -4.60
103 O 0.25 -4.92 -5.00
104 N 1.52 -5.55 -3.10
105 H 1.06 -6.44 -2.88
106 H 2.52 -5.66 -2.99
107 C 1.04 -4.32 -2.34
108 H 2.14 -5.70 -6.54
109 H 2.90 -6.60 -5.19
110 H 3.12 -4.82 -5.40
111 H 1.60 -3.43 -2.60
112 H 1.11 -4.56 -1.29
113 H 0.03 -4.03 -2.61
114 C -1.99 -0.53 -4.13
115 C -0.65 -1.14 -4.46
116 O -0.13 -1.89 -3.69
117 N -0.12 -0.87 -5.87
118 H -1.00 -0.70 -6.36
119 H 0.46 -0.04 -5.75
120 C 0.53 -2.03 -6.59
121 H -2.06 0.44 -4.63
122 H -2.17 -0.56 -3.06
123 H -2.77 -1.21 -4.50
124 H 0.88 -1.91 -7.61
125 H -0.22 -2.82 -6.54
126 H 1.37 -2.37 -5.98

## Properties
Highest occupied orbital energy: -25.5 eV
Strongest force on any atom: 6.7 eV/A
DFT total energy: -97686.891 eV
ΔE to the lowest compared entry with this formula, charge and spin: 56.3 kcal per mole
Charge: +8
Lowest unoccupied orbital energy: -16.43 eV
Kohn-Sham gap: 9.0246 eV
Spin multiplicity: 1

***

Entry 6:
Below is a structure of composition C16H14AsN3O5S8Tc in a non-equilibrium geometry, with properties calculated with ωB97M-V/def2-TZVPD.

CARTESIAN COORDINATES (ANGSTROEM)
1 Tc -18.35 6.64 1.34
2 C -18.08 3.18 1.42
3 C -18.05 4.24 2.50
4 N -19.16 4.91 2.75
5 N -19.26 5.29 4.09
6 C -19.67 6.47 4.20
7 S -19.91 7.60 2.98
8 S -19.81 7.11 5.88
9 C -19.48 5.62 6.88
10 C -18.20 5.43 7.69
11 C -16.98 5.64 7.07
12 C -15.79 5.51 7.78
13 C -15.87 5.21 9.18
14 C -17.08 4.79 9.71
15 C -18.25 4.92 8.96
16 C -16.83 4.39 3.35
17 C -16.05 3.34 3.84
18 C -14.94 3.58 4.71
19 C -14.43 4.90 4.65
20 C -15.07 5.95 4.07
21 C -16.37 5.78 3.45
22 O -16.90 6.74 2.84
23 H -18.58 2.27 1.90
24 H -17.01 3.16 1.09
25 H -18.65 3.66 0.59
26 H -19.82 4.76 6.27
27 H -20.28 5.69 7.61
28 H -16.89 6.04 6.11
29 H -14.85 5.64 7.37
30 H -14.92 5.26 9.71
31 H -17.09 4.40 10.68
32 H -19.15 4.61 9.38
33 H -16.43 2.28 3.71
34 H -14.41 2.85 5.19
35 H -13.40 5.00 4.92
36 H -14.50 6.91 3.84
37 S -11.44 4.93 0.28
38 As -13.24 5.15 -0.73
39 S -14.89 5.86 0.89
40 S -16.60 5.81 -0.11
41 S -13.44 6.31 -2.41
42 O -18.47 10.45 -1.73
43 S -19.30 9.67 -0.84
44 O -20.17 10.41 0.07
45 O -19.96 8.51 -1.44
46 S -17.84 8.72 0.60
47 O -20.90 6.20 0.11
48 N -19.84 6.42 0.44

## Properties
Highest occupied orbital energy (alpha / beta): -2.4 / -2.9 eV
Strongest force on any atom: 4.6 eV/A
DFT total energy: -181246.801 eV
<S²>: 3.799
ΔE to the lowest compared entry with this formula, charge and spin: 2.6 kcal per mole
Charge: -2
Lowest unoccupied orbital energy (alpha / beta): 3.94 / 2.52 eV
Kohn-Sham gap (alpha / beta): 6.3801 / 5.4286 eV
Spin multiplicity: 4